Record 1
Formula: C18H19AuN8O5
Source: the OMol25 dataset
Level of theory: the ωB97M-V functional and the def2-TZVPD basis

Last column: Mulliken charge in e.
CARTESIAN COORDINATES (ANGSTROEM)
1 Au -0.164 -0.113 0.012  0.7641
2 O 3.071 0.078 6.531  -0.6172
3 N 3.829 -0.018 5.606  1.0884
4 O 5.023 -0.038 5.645  -0.5922
5 C 3.244 -0.106 4.242  -0.8348
6 C 4.138 -0.138 3.218  -0.6433
7 C 3.718 -0.238 1.865  1.1232
8 C 4.621 -0.397 0.797  -0.5216
9 C 4.123 -0.560 -0.476  -0.8186
10 C 2.743 -0.499 -0.678  -0.1204
11 N 1.888 -0.310 0.308  -0.3320
12 C 2.334 -0.232 1.579  0.3664
13 C 1.395 -0.237 2.661  -0.0034
14 N 0.093 -0.342 2.370  -0.2822
15 C -0.813 -0.499 3.302  -0.4404
16 C -0.473 -0.482 4.660  -0.8768
17 C 0.842 -0.287 5.009  -0.4149
18 C 1.834 -0.196 4.013  1.1478
19 H 5.197 -0.109 3.436  0.6032
20 H 5.683 -0.430 0.993  0.5367
21 H 4.771 -0.737 -1.320  0.4814
22 H 2.317 -0.633 -1.660  0.4959
23 H -1.836 -0.624 2.979  0.4942
24 H -1.238 -0.616 5.408  0.4534
25 H 1.126 -0.206 6.052  0.6184
26 O -1.418 -1.972 -0.563  -0.5928
27 N -2.467 -1.310 -0.522  1.2513
28 O -3.548 -1.725 -0.692  -0.4879
29 O -2.263 -0.064 -0.249  -0.5361
30 C -1.149 2.808 -1.072  -0.6168
31 N -0.036 2.307 -0.237  0.5137
32 C -0.251 2.804 1.138  -0.6115
33 N -0.306 4.243 1.163  0.1963
34 C -1.419 4.713 0.346  -0.6151
35 N -1.186 4.248 -1.010  0.1426
36 C 0.037 4.829 -1.538  -0.6493
37 N 1.135 4.344 -0.710  0.1380
38 C 1.210 2.904 -0.761  -0.6449
39 C 0.943 4.797 0.660  -0.6662
40 H -2.087 2.388 -0.705  0.2771
41 H -0.996 2.487 -2.105  0.3270
42 H 0.571 2.462 1.772  0.2382
43 H -1.189 2.393 1.516  0.1787
44 H -1.464 5.804 0.368  0.3306
45 H -2.358 4.307 0.727  0.3322
46 H -0.016 5.918 -1.483  0.3377
47 H 0.187 4.529 -2.578  0.3278
48 H 2.056 2.566 -0.157  0.2180
49 H 1.359 2.584 -1.795  0.2833
50 H 0.910 5.888 0.695  0.3341
51 H 1.776 4.453 1.280  0.3187

Results
**Total charge**: +2
**Orbital gap (alpha / beta)**: 5.22 / 4.63 eV

Record 2
Formula: C18H19BF4NO8
Source: the OMol25 dataset
Level of theory: the ωB97M-V functional and the def2-TZVPD basis

Last column: Mulliken charge in e.
CARTESIAN COORDINATES (ANGSTROEM)
1 C 3.327 -0.289 4.106  -0.5995
2 C 3.897 -1.071 2.943  -0.3949
3 C 2.935 -1.683 1.734  -0.1099
4 O 3.512 -1.386 0.415  -0.4053
5 C 2.469 -1.268 -0.632  0.2740
6 C 1.583 -2.637 -0.858  -0.7802
7 O 0.429 -2.783 0.041  -0.3394
8 C -0.799 -2.197 -0.518  0.3693
9 C -2.019 -3.319 -0.739  -0.4918
10 C -3.137 -3.249 0.458  -0.7682
11 C -4.184 -1.991 0.363  0.5624
12 C -3.803 -0.494 0.998  -0.3293
13 C -4.896 0.761 0.929  -0.3658
14 C -6.384 0.616 0.246  -0.3618
15 C -6.766 -0.861 -0.393  -0.3019
16 C -5.692 -2.139 -0.329  -0.4068
17 N 1.607 -0.002 -0.481  0.2075
18 C 2.489 1.184 -0.036  0.5611
19 O 3.586 1.432 -0.756  -0.4330
20 F 2.000 1.962 1.127  -0.2598
21 C 1.103 0.459 -1.864  0.4253
22 O 0.661 1.742 -1.962  -0.4632
23 F 1.057 -0.396 -3.072  -0.2260
24 H 3.017 -0.805 5.134  0.2165
25 H 3.183 0.889 4.030  0.2525
26 H 5.079 -1.213 2.897  0.2731
27 H 2.801 -2.836 1.928  0.3085
28 H 1.879 -1.146 1.883  0.2370
29 H 3.066 -1.100 -1.652  0.4303
30 H 1.218 -2.787 -1.983  0.3210
31 H 2.338 -3.543 -0.669  0.2995
32 H -0.658 -1.685 -1.561  0.1674
33 H -1.221 -1.457 0.319  -0.3260
34 H -2.513 -3.197 -1.818  0.3062
35 H -1.470 -4.377 -0.734  0.2616
36 H -3.762 -4.245 0.439  0.3511
37 H -2.528 -3.110 1.474  0.2948
38 H -2.757 -0.287 1.521  0.2205
39 H -4.575 1.796 1.390  0.2783
40 H -7.133 1.541 0.236  0.2721
41 H -7.831 -1.016 -0.901  0.2498
42 H -6.027 -3.191 -0.773  0.2167
43 B 3.478 5.285 -2.355  0.7016
44 O 3.886 5.526 -0.967  -0.4484
45 C 2.767 5.706 -0.252  0.6180
46 O 2.750 5.929 0.948  -0.6521
47 C 1.618 5.595 -1.109  0.6431
48 O 0.452 5.708 -0.768  -0.6499
49 O 2.013 5.345 -2.365  -0.4274
50 F 3.928 3.971 -2.789  -0.4022
51 F 4.028 6.314 -3.224  -0.3764

Results
**Total charge**: -1
**Orbital gap**: 6.49 eV

Record 3
Formula: C18H19BMgN6
Source: the OMol25 dataset
Level of theory: the ωB97M-V functional and the def2-TZVPD basis

Last column: Mulliken charge in e.
CARTESIAN COORDINATES (ANGSTROEM)
1 H 1.856 3.532 0.055  0.4559
2 N 1.495 1.834 -1.173  -0.1492
3 B 0.413 0.300 -3.036  -0.1051
4 N 0.716 1.636 -2.304  0.1595
5 C 0.237 2.822 -2.719  -0.2145
6 Mg 2.975 0.530 -0.589  0.5694
7 H -0.355 2.891 -3.624  0.4343
8 C 0.602 3.784 -1.795  -0.8064
9 H 0.297 4.809 -1.829  0.4103
10 C 1.378 3.135 -0.826  -0.4450
11 H 0.602 0.523 -4.220  -0.0935
12 C -1.294 -1.661 0.828  -0.7564
13 H -1.589 -2.426 1.570  0.3706
14 H -0.417 -2.042 0.296  0.1602
15 H -2.138 -1.550 0.134  0.1226
16 N -1.136 -0.052 -2.957  0.3424
17 N 1.284 -0.931 -2.677  0.3906
18 N -1.829 -0.220 -1.765  -0.4475
19 N 2.165 -1.040 -1.615  -0.2194
20 C -1.990 -0.219 -4.008  -0.2548
21 C 1.393 -2.030 -3.443  -0.1958
22 H -1.629 -0.127 -5.027  0.4364
23 H 0.861 -2.080 -4.385  0.4075
24 C -3.274 -0.452 -3.500  -0.9792
25 C 2.312 -2.885 -2.864  -0.8318
26 C -3.108 -0.428 -2.086  -0.1176
27 C 2.792 -2.237 -1.720  -0.4382
28 H -4.186 -0.609 -4.045  0.3911
29 H 2.612 -3.843 -3.243  0.4138
30 H -3.873 -0.582 -1.334  0.4315
31 H 3.528 -2.526 -0.991  0.4529
32 H -1.782 0.343 0.949  0.3657
33 C -1.110 -0.329 1.471  0.0156
34 C -0.385 -0.061 2.513  -0.3916
35 C -0.051 0.232 3.824  0.6248
36 C -1.023 0.746 4.757  -0.5477
37 C -0.799 0.628 6.120  -0.3187
38 C 0.389 0.054 6.607  -0.4919
39 C 1.431 -0.243 5.711  -0.3409
40 C 1.236 -0.158 4.340  -0.5542
41 H -1.956 1.152 4.355  0.3619
42 H -1.566 0.960 6.820  0.3465
43 H 0.508 -0.128 7.677  0.3531
44 H 2.386 -0.586 6.111  0.3506
45 H 2.017 -0.466 3.637  0.3320

Results
**Energy relative to the best compared isomer or geometry (same formula, charge and spin)**: 0.00 kcal/mol
**Orbital gap (alpha / beta)**: 6.07 / 6.24 eV

Record 4
Formula: C18H19BN6Pt
Source: the OMol25 dataset
Level of theory: the ωB97M-V functional and the def2-TZVPD basis

Last column: Mulliken charge in e.
CARTESIAN COORDINATES (ANGSTROEM)
1 H -0.245 2.470 0.696  0.3723
2 N 0.048 1.374 -1.094  -0.1939
3 B 0.635 0.602 -3.444  0.1133
4 N 0.523 1.691 -2.336  0.1230
5 C 0.841 3.010 -2.369  -0.0714
6 Pt -0.485 -0.538 -0.545  0.5613
7 H 1.238 3.451 -3.297  0.4514
8 C 0.564 3.551 -1.100  -0.9860
9 H 0.726 4.585 -0.816  0.4055
10 C 0.056 2.487 -0.331  0.0062
11 H 0.979 0.992 -4.520  -0.0138
12 C -1.645 -1.928 0.254  -1.0669
13 H -1.979 -1.659 1.308  0.3119
14 H -0.699 -2.547 0.170  0.3581
15 H -2.272 -2.038 -0.639  0.4235
16 N -0.834 0.045 -3.427  0.1895
17 N 1.635 -0.420 -2.808  -0.0879
18 N -1.461 -0.288 -2.246  -0.3223
19 N 1.272 -0.984 -1.575  0.1170
20 C -1.710 -0.117 -4.442  -0.0600
21 C 2.773 -1.010 -3.184  -0.2843
22 H -1.383 0.106 -5.436  0.4907
23 H 3.198 -0.766 -4.137  0.4930
24 C -2.914 -0.602 -3.911  -1.1693
25 C 3.198 -1.918 -2.185  -0.7974
26 C -2.725 -0.715 -2.546  0.0697
27 C 2.326 -1.819 -1.130  -0.2791
28 H -3.805 -0.860 -4.448  0.4376
29 H 4.021 -2.590 -2.221  0.4547
30 H -3.354 -1.131 -1.773  0.5758
31 H 2.180 -2.331 -0.204  0.4443
32 H 0.432 -1.447 -1.828  0.1119
33 C -0.312 0.004 1.317  -2.5358
34 C -0.241 0.188 2.528  2.7334
35 C -0.137 0.194 3.971  0.4746
36 C -1.170 0.728 4.779  -0.3084
37 C -1.099 0.655 6.171  -0.5822
38 C 0.022 0.068 6.783  -0.2623
39 C 1.039 -0.505 5.998  -0.5916
40 C 0.965 -0.425 4.608  -0.2676
41 H -2.033 1.182 4.293  0.4560
42 H -1.914 1.059 6.784  0.4118
43 H 0.105 0.058 7.872  0.4284
44 H 1.890 -1.007 6.473  0.4140
45 H 1.750 -0.858 3.987  0.4512

Results
**Energy relative to the best compared isomer or geometry (same formula, charge and spin)**: 34.43 kcal/mol
**Total charge**: +2
**Orbital gap (alpha / beta)**: 4.81 / 4.79 eV
**Spin multiplicity**: 5

Record 5
Formula: C18H19BrCl2N4O6W
Source: the OMol25 dataset
Level of theory: the ωB97M-V functional and the def2-TZVPD basis

Last column: Mulliken charge in e.
CARTESIAN COORDINATES (ANGSTROEM)
1 W -0.048 -0.067 0.701  1.3504
2 O 3.681 0.704 -0.878  -0.5696
3 C 2.578 0.807 -0.432  0.0462
4 O 1.900 -0.154 0.197  -0.6829
5 C 1.737 2.052 -0.574  0.8262
6 C 2.131 3.275 -1.083  -0.7493
7 C 1.175 4.283 -1.166  -0.4945
8 C -0.138 4.045 -0.759  -0.7354
9 C -0.443 2.798 -0.256  0.5095
10 N 0.487 1.847 -0.173  0.5163
11 C -1.775 2.321 0.268  0.1991
12 O -2.791 2.939 0.184  -0.5654
13 O -1.642 1.107 0.811  -0.3883
14 H 3.157 3.416 -1.395  0.5940
15 H 1.451 5.257 -1.547  0.4959
16 H -0.908 4.802 -0.815  0.6025
17 Cl -3.053 -1.652 0.152  -0.1232
18 C -3.763 -1.087 1.699  -0.3634
19 Cl -2.601 -1.172 3.018  -0.0682
20 H -4.589 -1.750 1.923  0.4289
21 H -4.066 -0.057 1.556  0.2421
22 Br 0.419 2.649 3.090  0.0020
23 C 0.882 0.906 3.588  0.4795
24 C 1.454 0.711 4.841  -0.7023
25 C 1.790 -0.569 5.231  -0.4629
26 C 1.547 -1.631 4.363  -0.6269
27 C 0.986 -1.357 3.143  0.6059
28 N 0.651 -0.103 2.747  0.0974
29 C 0.665 -2.457 2.169  0.1443
30 O 0.911 -3.603 2.365  -0.5513
31 O 0.057 -1.989 1.060  -0.5827
32 H 1.621 1.562 5.483  0.4693
33 H 2.232 -0.741 6.202  0.4785
34 H 1.780 -2.657 4.611  0.5614
35 N -0.743 -2.102 -4.043  -0.0953
36 C 0.447 -2.476 -3.195  -1.0840
37 C 0.182 -2.103 -1.749  -0.6689
38 N -0.150 -0.664 -1.586  -0.1216
39 C -1.288 -0.292 -2.454  -0.5784
40 C -1.044 -0.632 -3.916  -0.9897
41 H -1.557 -2.646 -3.746  0.3894
42 H -0.574 -2.347 -5.021  0.3650
43 H 1.300 -1.939 -3.611  0.4064
44 H 0.620 -3.545 -3.302  0.4549
45 H 1.064 -2.335 -1.158  0.4626
46 H -0.641 -2.686 -1.331  0.4892
47 H 0.662 -0.132 -1.901  0.4242
48 H -1.480 0.777 -2.369  0.3504
49 H -2.180 -0.801 -2.090  0.3571
50 H -0.179 -0.108 -4.323  0.3960
51 H -1.914 -0.404 -4.529  0.4599

Results
**Total charge**: +2
**Orbital gap (alpha / beta)**: 7.73 / 8.35 eV
**Spin multiplicity**: 3

One value per record, in order, for F_max: 2.38, 10.25, 1.94, 6.21, 1.24 eV/Å.